(1)
Density functional theory data (ωB97M-V with the def2-TZVPD basis set) for C37H46F4N6OSi2Sr as an isolated structure.

**Charge**: -1
**E_tot**: -2850.584039 a.u.
**2S+1**: 2
**Frontier orbital gap (spin up / spin down)**: 4.0 / 6.3 eV

Last column: Mulliken charge in e.
Positions of all 97 atoms, in Å:
Sr (-0.59351, 0.33139, -0.22892)  1.23
C (-2.05281, -2.06291, 2.64866)  -0.99
N (-0.77954, -1.42736, 2.33563)  1.27
C (-0.36613, -0.62799, 3.47841)  -0.97
C (0.19656, -2.47519, 2.02864)  -0.69
C (1.57536, -1.98038, 1.62684)  -1.87
N (1.54876, -1.08696, 0.48894)  0.83
C (2.43245, -1.27682, -0.51302)  -0.17
C (2.82324, -0.15521, -1.28861)  0.49
F (2.31314, 1.05142, -0.93677)  -0.47
C (3.65344, -0.22322, -2.37667)  0.53
F (3.94909, 0.91092, -3.04152)  -0.39
C (4.21119, -1.42043, -2.79710)  -0.72
C (3.85741, -2.53490, -2.06783)  0.35
F (4.32760, -3.74682, -2.44253)  -0.38
C (3.01050, -2.48154, -0.97966)  -0.08
F (2.64939, -3.67210, -0.42525)  -0.42
H (-2.81725, -1.31190, 2.82645)  0.03
H (-1.96542, -2.69585, 3.54953)  0.45
H (-2.37223, -2.69098, 1.82043)  0.18
H (0.59118, -0.15012, 3.28890)  0.11
H (-1.10718, 0.14970, 3.66748)  0.08
H (-0.26732, -1.24502, 4.38891)  0.29
H (-0.21564, -3.06857, 1.20773)  0.29
H (0.30739, -3.14656, 2.90253)  0.36
H (2.19034, -2.87020, 1.48391)  0.54
H (2.02286, -1.46042, 2.49347)  0.25
H (4.85780, -1.47642, -3.65840)  0.46
C (0.64620, -1.83289, -4.32686)  -1.20
C (0.71679, -0.81494, -5.30341)  -0.98
C (0.48376, 0.48128, -4.95053)  -0.74
C (0.17006, 0.82024, -3.60288)  -0.38
N (0.11771, -0.18393, -2.65941)  1.98
C (0.34488, -1.44099, -3.04356)  -1.13
C (-0.09405, 2.15010, -3.16914)  0.48
C (-0.09778, 3.26982, -4.05083)  -1.34
C (-0.29063, 4.53134, -3.56869)  -0.57
C (-0.48179, 4.72916, -2.18347)  -1.07
C (-0.49940, 3.60387, -1.38919)  -0.83
N (-0.34109, 2.35409, -1.82793)  1.70
H (0.83047, -2.87130, -4.56251)  0.47
H (0.95910, -1.05858, -6.33144)  0.38
H (0.54455, 1.25180, -5.70578)  0.39
H (0.28731, -2.18510, -2.25102)  0.36
H (0.05696, 3.12807, -5.11074)  0.32
H (-0.29557, 5.37461, -4.24983)  0.39
H (-0.63189, 5.71132, -1.75793)  0.42
H (-0.65963, 3.69768, -0.31846)  0.28
C (-6.09548, 2.19222, 0.93106)  -1.11
Si (-4.26617, 1.69880, 1.06496)  -0.33
C (-3.33871, 3.33839, 1.15130)  -0.41
C (-4.12874, 0.97888, 2.80921)  -0.93
C (-3.55899, 0.62806, -0.23584)  2.42
C (-3.59244, -0.83074, -0.12520)  -1.72
C (-4.68629, -1.57789, 0.38006)  -0.21
C (-4.70406, -2.94869, 0.28217)  -0.84
C (-3.62461, -3.61276, -0.30376)  -1.03
C (-2.56077, -2.84043, -0.72180)  -0.99
N (-2.52134, -1.51043, -0.61714)  1.51
Si (-4.10414, 1.05957, -1.94896)  0.19
C (-3.23834, 0.07987, -3.29599)  -0.54
C (-5.92569, 0.59019, -2.23585)  -1.27
C (-4.02033, 2.89490, -2.34714)  -0.66
H (-6.39067, 2.79610, 1.79462)  0.33
H (-6.74931, 1.31651, 0.89148)  0.32
H (-6.28452, 2.78250, 0.03129)  0.32
H (-2.30344, 3.17184, 1.46183)  -0.36
H (-3.81300, 4.01575, 1.86909)  0.43
H (-3.31432, 3.83503, 0.17910)  0.25
H (-4.61887, 1.65258, 3.51782)  0.51
H (-3.08298, 0.88626, 3.11055)  -0.16
H (-4.59866, -0.00287, 2.90206)  0.34
H (-5.53624, -1.04163, 0.78323)  0.39
H (-5.56148, -3.51024, 0.63668)  0.41
H (-3.60826, -4.68781, -0.41950)  0.44
H (-1.68081, -3.30721, -1.15595)  0.26
H (-3.57390, -0.96083, -3.26866)  0.29
H (-2.15477, 0.07990, -3.20881)  -0.29
H (-3.50328, 0.49259, -4.27461)  0.41
H (-6.10067, -0.45280, -1.95382)  0.32
H (-6.17722, 0.69102, -3.29643)  0.36
H (-6.61750, 1.21064, -1.66401)  0.28
H (-3.00417, 3.28679, -2.30178)  -0.05
H (-4.64319, 3.48009, -1.66506)  0.31
H (-4.40164, 3.05451, -3.36000)  0.42
O (0.10169, 2.10325, 1.51734)  0.01
N (1.08195, 2.26719, 2.34061)  0.18
C (2.20487, 1.52069, 2.22631)  -1.08
C (3.25498, 1.71474, 3.09777)  -1.30
C (3.17040, 2.66820, 4.10076)  -0.35
C (2.00403, 3.40979, 4.20235)  -0.75
C (0.97287, 3.19500, 3.31526)  -0.34
H (2.16309, 0.75849, 1.44690)  1.69
H (4.13691, 1.10089, 2.98020)  0.48
H (3.98864, 2.82783, 4.78867)  0.40
H (1.88241, 4.16178, 4.96915)  0.41
H (0.03454, 3.72774, 3.31836)  0.51

=====

(2)
Density functional theory data (ωB97M-V with the def2-TZVPD basis set) for C37H46FeN4 as an isolated structure in a non-equilibrium geometry.

**Charge**: -1
**E_tot**: -2920.006005 a.u.
**2S+1**: 6
**Frontier orbital gap (spin up / spin down)**: 2.5 / 5.6 eV

Last column: Mulliken charge in e.
Positions of all 88 atoms, in Å:
Fe (-0.50537, 0.44151, 0.21438)  -0.11
N (-1.32677, 2.47496, -1.12843)  0.29
N (-1.07149, -0.69812, -2.37105)  1.41
C (-0.94556, -1.67403, 1.51230)  1.32
C (-2.12588, -1.66387, 0.73095)  0.80
C (-2.73607, -0.38768, 0.85150)  1.09
C (-4.03157, 0.02303, 0.26398)  -2.04
H (-4.32556, -0.63504, -0.56207)  0.57
H (-3.96400, 1.05037, -0.11972)  0.35
H (-4.83870, 0.00068, 1.01455)  0.30
C (-2.00638, 0.38749, 1.81061)  0.21
C (-2.60030, 1.55582, 2.50374)  -1.59
H (-3.54084, 1.27981, 3.02423)  0.33
H (-2.86240, 2.32882, 1.76602)  0.13
H (-1.92169, 1.98211, 3.25448)  0.39
C (-0.84040, -0.40587, 2.18402)  -0.22
C (0.10535, -0.11129, 3.27860)  -1.49
H (0.80333, 0.68051, 2.98805)  0.09
H (0.70496, -0.99528, 3.52057)  0.45
H (-0.41646, 0.21752, 4.18550)  0.28
C (-2.69593, -2.78186, -0.06165)  -1.76
H (-3.76932, -2.89985, 0.15873)  0.42
H (-2.19627, -3.73002, 0.16999)  0.49
H (-2.61250, -2.60095, -1.14612)  0.12
C (-0.02390, -2.80573, 1.74023)  -1.77
H (1.00840, -2.51482, 1.51530)  0.27
H (-0.26203, -3.66555, 1.10948)  0.31
H (-0.05112, -3.14219, 2.78472)  0.41
C (-1.19406, 3.79730, -1.27595)  0.36
H (-1.51612, 4.45964, -0.46500)  0.27
C (-0.79037, 4.35248, -2.50988)  -1.04
H (-0.65480, 5.44166, -2.54563)  0.31
C (-0.54643, 3.54118, -3.62525)  -0.59
H (-0.14288, 3.95204, -4.54957)  0.38
C (-0.86977, 2.20224, -3.52825)  -0.59
H (-0.77626, 1.48503, -4.34544)  0.38
C (-1.36729, 1.70399, -2.27606)  0.68
C (-1.91084, 0.39717, -2.21211)  -1.96
H (-2.95496, 0.15954, -1.98540)  0.38
C (-0.07715, -1.04282, -1.44421)  -1.52
C (-0.95612, -1.44925, -3.55320)  -1.37
H (-1.56694, -1.22936, -4.39579)  0.54
C (-0.03839, -2.40023, -3.29232)  -0.51
H (0.29584, -3.22256, -3.92158)  0.63
N (0.42248, -2.21247, -1.97650)  1.28
C (1.20341, -3.23526, -1.33484)  0.40
C (0.74399, -4.57449, -1.38316)  1.33
C (1.47305, -5.57598, -0.71428)  -1.10
H (1.10924, -6.60900, -0.72707)  0.24
C (2.63578, -5.26571, -0.00037)  0.83
C (3.38640, -6.33336, 0.75035)  -1.57
H (3.42548, -6.09378, 1.82218)  0.31
H (4.42260, -6.40171, 0.38925)  0.35
H (2.90285, -7.30812, 0.62635)  0.36
C (3.11926, -3.96188, -0.03848)  -1.12
H (4.05051, -3.73465, 0.48816)  0.37
C (2.43808, -2.93724, -0.71419)  0.99
C (3.03372, -1.57529, -0.77090)  -1.08
H (2.99859, -1.14587, -1.77396)  0.31
H (4.08906, -1.61742, -0.46696)  0.51
H (2.52996, -0.88718, -0.08206)  -0.09
C (-0.49527, -5.00350, -2.09272)  -1.96
H (-0.36224, -5.01541, -3.17836)  0.40
H (-1.36785, -4.39253, -1.84339)  0.25
H (-0.73738, -6.03050, -1.79516)  0.38
C (-1.26422, 4.78377, 2.21441)  -2.27
N (0.21427, 4.58007, 2.13110)  4.36
C (0.90760, 5.27614, 3.24529)  -3.19
C (0.63678, 3.08678, 2.04764)  -0.52
C (1.37307, 2.75474, 0.77550)  2.79
C (2.32309, 3.68919, 0.31362)  -0.63
C (2.88281, 3.53679, -0.96232)  -0.85
C (2.59328, 2.40972, -1.73436)  -1.27
C (1.76590, 1.41917, -1.20198)  0.97
C (1.11915, 1.60264, 0.01507)  -0.87
H (-1.62353, 4.37756, 3.16536)  0.26
H (-1.74041, 4.26789, 1.37520)  -0.75
H (-1.47002, 5.85843, 2.15355)  1.26
H (0.51138, 5.03109, 1.25438)  -0.19
H (0.58238, 4.82837, 4.18678)  0.24
H (1.98618, 5.15259, 3.13108)  -0.07
H (0.65165, 6.33734, 3.22325)  0.93
H (1.24896, 2.90008, 2.94456)  0.40
H (-0.29511, 2.50971, 2.18059)  -1.48
H (2.58436, 4.53969, 0.95635)  -0.21
H (3.52725, 4.31313, -1.34922)  0.40
H (3.00942, 2.27051, -2.72542)  0.47
H (1.56900, 0.52746, -1.79157)  0.48

=====

What ΔE to the lowest compared entry with this formula, charge and spin values result from the calculations? In sequence: 0.0, 0.0 kcal/mol.